ORCA calculation (ωB97M-V with the def2-TZVPD basis set) on a molecular structure, C34H43InN9OS.

ORCA input file:
```
! wB97M-V def2-TZVPD RIJCOSX def2/J DEFGRID3
* xyz 1 1
In 0.715 -0.049 -0.127
C -0.609 -4.394 1.025
C 0.101 -5.235 0.184
C 0.919 -4.679 -0.783
C 0.999 -3.295 -0.892
N 0.295 -2.490 -0.094
C -0.476 -3.029 0.847
C 1.915 -2.635 -1.862
C 2.545 -3.335 -2.884
C 3.448 -2.663 -3.690
C 3.702 -1.326 -3.447
C 3.005 -0.686 -2.429
N 2.119 -1.336 -1.676
C 3.241 0.744 -2.092
C 3.866 1.627 -2.963
C 4.070 2.935 -2.551
C 3.650 3.319 -1.289
C 3.014 2.380 -0.491
N 2.815 1.127 -0.887
H -1.246 -4.780 1.808
H 0.032 -6.310 0.289
H 1.508 -5.319 -1.422
H -1.009 -2.327 1.475
H 2.340 -4.381 -3.053
H 3.960 -3.183 -4.488
H 4.438 -0.793 -4.030
H 4.169 1.316 -3.951
H 4.547 3.645 -3.213
H 3.792 4.329 -0.929
H 2.632 2.646 0.488
N 4.358 -1.423 2.693
C 3.225 -1.508 1.957
O 3.240 -1.892 0.797
C 1.938 -1.131 2.658
C 1.201 0.021 1.976
H 5.231 -1.682 2.264
H 4.351 -1.105 3.643
H 2.140 -0.886 3.705
H 1.328 -2.039 2.666
H 1.773 0.942 2.114
H 0.260 0.195 2.506
C -4.871 0.245 2.137
C -4.301 -1.133 1.827
N -4.047 -1.350 0.408
C -5.160 -1.929 -0.344
C -5.189 -3.450 -0.279
C -2.876 -0.975 -0.166
C -2.661 -1.354 -1.605
N -1.926 -0.337 0.441
H -5.129 0.323 3.193
H -5.775 0.427 1.554
H -4.145 1.026 1.906
H -4.998 -1.908 2.150
H -3.381 -1.308 2.389
H -5.122 -1.584 -1.375
H -6.082 -1.519 0.072
H -4.281 -3.877 -0.709
H -6.045 -3.843 -0.827
H -5.265 -3.795 0.753
H -3.113 -2.310 -1.862
H -1.595 -1.405 -1.789
H -3.067 -0.585 -2.265
H -2.188 -0.072 1.387
C -0.972 2.249 -4.232
C -0.575 0.920 -4.280
C -0.116 0.288 -3.131
C -0.037 0.946 -1.899
C -0.434 2.283 -1.884
C -0.895 2.929 -3.027
H -1.330 2.748 -5.124
H -0.623 0.371 -5.213
H 0.178 -0.754 -3.218
H -0.350 2.858 -0.969
H -1.185 3.972 -2.973
C 1.661 4.542 5.082
C 1.528 5.153 3.687
C 0.639 4.339 2.804
N 1.059 3.431 1.995
N 0.063 2.780 1.321
C -1.119 3.211 1.643
N -2.277 2.682 1.132
S -1.097 4.478 2.823
H 2.334 5.139 5.698
H 2.060 3.529 5.019
H 0.695 4.496 5.586
H 2.501 5.206 3.198
H 1.144 6.173 3.756
H -2.127 2.105 0.311
H -3.051 3.321 1.046
*
```

Atom charges from the Mulliken analysis, given in e for atoms 1 to 2: number 1, In, carries 1.35; number 2, C, carries -1.42



ORCA calculation (ωB97M-V with the def2-TZVPD basis set) on 4 unconnected molecules or ions with the total composition C34H43NO14 in a non-equilibrium geometry.

Output
Structure (SMILES): CCOCCC1=C(C[C@@H]2CO2)C(=O)C=C(CCC(=O)Nc2ccccc2)C1=O.C[C@@H]1COC(=O)O1.C[C@@H]1COC(=O)O1.C[C@@H]1COC(=O)O1

ORCA input file:
```
! wB97M-V def2-TZVPD RIJCOSX def2/J DEFGRID3
* xyz 0 1
C -2.446 -0.254 0.388
C -2.568 -0.854 1.780
O -2.107 -2.182 1.868
C -0.713 -2.250 2.049
C -0.235 -3.707 2.184
C 0.258 -4.228 0.861
C 1.483 -4.738 0.705
C 2.520 -4.911 1.767
C 3.075 -3.566 2.276
C 2.699 -2.327 1.527
O 4.050 -2.973 1.518
C 1.862 -5.232 -0.655
O 2.615 -6.161 -0.799
C 1.233 -4.542 -1.795
C 0.017 -4.017 -1.649
C -0.696 -3.275 -2.731
C -0.279 -1.784 -2.620
C 0.003 -1.143 -3.959
O -0.839 -1.195 -4.814
N 1.237 -0.446 -4.194
C 1.717 0.111 -2.952
C 1.041 1.208 -2.424
C 1.442 1.716 -1.188
C 2.498 1.143 -0.487
C 3.193 0.057 -1.026
C 2.789 -0.455 -2.256
C -0.647 -4.162 -0.319
O -1.844 -4.202 -0.219
H -1.421 -0.005 0.115
H -2.995 0.691 0.404
H -2.918 -0.878 -0.365
H -3.630 -0.890 2.020
H -2.098 -0.195 2.519
H -0.223 -1.809 1.169
H -0.406 -1.647 2.910
H 0.566 -3.677 2.911
H -1.066 -4.315 2.537
H 3.387 -5.456 1.410
H 2.072 -5.385 2.639
H 3.154 -3.452 3.348
H 2.591 -2.307 0.456
H 2.746 -1.446 2.153
H 1.733 -4.461 -2.750
H -0.485 -3.686 -3.714
H -1.765 -3.364 -2.566
H -1.110 -1.235 -2.181
H 0.548 -1.714 -1.922
H 1.881 -1.145 -4.601
H 0.204 1.620 -2.971
H 0.901 2.561 -0.786
H 2.788 1.530 0.478
H 4.004 -0.401 -0.479
H 3.287 -1.321 -2.666
C -2.859 4.315 2.187
C -1.834 3.211 2.173
C -1.469 2.636 3.523
O -0.134 2.153 3.274
C 0.398 2.915 2.293
O 1.540 2.893 1.963
O -0.552 3.697 1.726
H -2.618 5.064 2.940
H -2.885 4.819 1.221
H -3.847 3.910 2.401
H -2.145 2.420 1.483
H -2.120 1.826 3.838
H -1.423 3.385 4.313
C 6.819 1.023 -6.068
C 6.049 -0.249 -6.317
C 4.954 -0.153 -7.353
O 4.053 -1.187 -6.922
C 4.213 -1.324 -5.593
O 3.490 -1.966 -4.889
O 5.284 -0.638 -5.156
H 6.144 1.869 -5.934
H 7.414 0.936 -5.160
H 7.484 1.234 -6.905
H 6.736 -1.068 -6.546
H 5.298 -0.342 -8.366
H 4.422 0.799 -7.321
C -8.229 4.631 5.274
C -6.806 5.044 5.550
C -6.146 5.860 4.464
O -4.759 5.552 4.666
C -4.695 4.319 5.224
O -3.695 3.690 5.361
O -5.926 3.903 5.602
H -8.327 4.210 4.272
H -8.546 3.863 5.979
H -8.898 5.486 5.362
H -6.741 5.552 6.516
H -6.320 6.929 4.559
H -6.429 5.534 3.461
*
```

Atom charges from the Mulliken analysis, given in e for atoms 1 to 2: number 1, C, carries -1.13; number 2, C, carries -0.41



ORCA calculation (ωB97M-V with the def2-TZVPD basis set) on 7 unconnected molecules or ions with the total composition C34H44ClN7O7S2 in a non-equilibrium geometry.

Output
Structure (SMILES): C[C@@H](COC(=O)CSN(CC(=O)Cl)C(=O)O)OC(=O)CS.c1cc[nH]c1.c1cc[nH]c1.c1cc[nH]c1.c1cc[nH]c1.c1cc[nH]c1.c1cc[nH]c1

ORCA input file:
```
! wB97M-V def2-TZVPD RIJCOSX def2/J DEFGRID3
* xyz 0 1
C -1.078 2.090 -6.415
C -2.294 2.601 -5.460
C -1.929 4.121 -5.048
O -0.856 4.233 -4.082
C -1.319 4.276 -2.746
O -2.356 4.828 -2.329
C -0.365 3.582 -1.627
S -0.368 4.717 -0.160
N -0.990 3.935 1.259
C -2.216 3.127 1.008
C -3.537 4.061 0.890
O -4.312 4.059 -0.073
Cl -3.847 5.129 2.368
C 0.041 3.191 2.004
O 0.587 2.125 1.657
O 0.468 3.783 3.246
O -3.452 2.706 -6.354
C -4.659 2.367 -5.681
O -5.514 3.272 -5.487
C -5.020 0.886 -5.206
S -6.373 1.016 -3.942
H -1.521 1.262 -7.078
H -0.156 1.770 -5.828
H -0.802 2.943 -7.147
H -2.459 1.904 -4.573
H -1.539 4.616 -6.018
H -2.888 4.677 -4.783
H 0.697 3.557 -2.081
H -0.647 2.500 -1.411
H -2.134 2.369 0.159
H -2.392 2.501 1.968
H -0.365 4.071 3.708
H -5.455 0.294 -6.095
H -4.086 0.327 -4.866
H -6.253 -0.100 -3.115
C -2.083 -0.026 5.848
C -0.938 -0.780 5.492
C -0.207 -0.024 4.607
N -0.872 1.156 4.412
C -2.014 1.166 5.169
H -2.869 -0.321 6.526
H -0.676 -1.767 5.845
H 0.724 -0.225 4.100
H -0.567 1.901 3.806
H -2.678 2.018 5.158
C 4.224 0.694 -5.701
C 4.092 0.704 -7.112
C 3.209 1.705 -7.434
N 2.797 2.296 -6.269
C 3.416 1.689 -5.208
H 4.842 0.033 -5.112
H 4.590 0.052 -7.814
H 2.836 2.045 -8.389
H 2.142 3.059 -6.203
H 3.227 2.016 -4.197
C -2.165 -5.746 5.029
C -2.638 -5.759 6.364
C -1.751 -5.032 7.119
N -0.757 -4.584 6.289
C -1.004 -5.011 5.012
H -2.622 -6.221 4.174
H -3.529 -6.245 6.731
H -1.741 -4.795 8.173
H 0.033 -4.027 6.575
H -0.335 -4.757 4.205
C 2.765 5.186 -8.872
C 3.073 6.506 -9.287
C 4.229 6.877 -8.644
N 4.627 5.832 -7.853
C 3.744 4.795 -7.990
H 1.922 4.588 -9.185
H 2.512 7.116 -9.979
H 4.800 7.793 -8.680
H 5.443 5.827 -7.263
H 3.886 3.872 -7.449
C 3.597 -6.104 3.284
C 3.456 -6.046 1.875
C 2.569 -5.035 1.594
N 2.165 -4.484 2.781
C 2.792 -5.127 3.816
H 4.219 -6.785 3.845
H 3.949 -6.673 1.147
H 2.190 -4.663 0.654
H 1.511 -3.725 2.878
H 2.610 -4.836 4.840
C 1.464 -8.120 10.381
C 0.624 -7.385 11.253
C -0.138 -6.546 10.476
N 0.215 -6.744 9.168
C 1.187 -7.706 9.100
H 2.190 -8.870 10.658
H 0.580 -7.461 12.329
H -0.897 -5.826 10.741
H -0.180 -6.258 8.378
H 1.598 -8.011 8.150
*
```

Atom charges from the Mulliken analysis, given in e for atoms 1 to 2: number 1, C, carries -1.22; number 2, C, carries 0.44



Table of total energy (eV), in record order: -67420.69476; -66108.59196; -94922.03914
Table of E_LUMO (eV), in record order: -2.42; -0.50; -0.27
Table of HOMO-LUMO gap (eV), in record order: 8.4; 7.8; 7.9